{"formula": "C50H49BrCl3N7O6SSc", "method": "wB97M-V/def2-TZVPD", "energy_ev": -214503.752, "de_lowest_ev": 1.281, "total_charge": 1, "orbital_gap_ev": 7.33, "elements": ["Sc", "O", "C", "C", "C", "C", "C", "C", "C", "O", "N", "N", "C", "C", "Br", "C", "C", "C", "C", "C", "C", "C", "H", "H", "H", "H", "H", "H", "H", "H", "H", "H", "H", "H", "H", "H", "N", "C", "C", "C", "C", "C", "C", "C", "H", "H", "H", "H", "H", "Cl", "C", "C", "C", "C", "C", "C", "N", "C", "C", "N", "C", "O", "C", "C", "C", "Cl", "S", "C", "C", "C", "Cl", "C", "H", "H", "H", "H", "H", "H", "H", "H", "H", "H", "H", "H", "H", "O", "C", "N", "C", "O", "C", "C", "C", "C", "N", "C", "H", "H", "H", "H", "H", "H", "H", "H", "C", "C", "C", "C", "O", "H", "H", "H", "H", "H", "H", "H", "H", "H"], "coordinates": [[0.943, -0.221, 0.519], [-2.738, -0.015, 2.598], [-2.528, 0.575, 3.806], [-3.605, 0.909, 4.603], [-3.346, 1.661, 5.736], [-2.033, 1.937, 6.141], [-0.988, 1.647, 5.307], [-1.248, 0.965, 4.129], [-0.050, 0.697, 3.252], [-0.349, 0.653, 1.930], [0.475, -0.645, 3.657], [1.471, -1.131, 2.858], [2.325, -1.958, 3.290], [3.295, -2.758, 2.582], [3.245, -2.726, 0.666], [4.205, -3.585, 3.129], [4.518, -3.616, 4.546], [4.616, -2.463, 5.362], [4.963, -2.611, 6.716], [5.381, -3.837, 7.155], [5.438, -4.962, 6.348], [4.941, -4.864, 5.035], [-1.847, 0.044, 2.118], [-4.596, 0.662, 4.162], [-4.109, 2.067, 6.336], [-1.871, 2.445, 7.108], [0.041, 1.856, 5.619], [0.704, 1.370, 3.519], [0.650, -0.685, 4.644], [2.339, -2.198, 4.374], [4.805, -4.257, 2.508], [4.484, -1.471, 4.954], [5.182, -1.709, 7.285], [5.683, -4.005, 8.192], [5.836, -5.869, 6.823], [4.874, -5.702, 4.329], [-0.318, -2.150, 0.799], [-0.662, -3.222, 1.041], [-0.822, -4.627, 0.943], [0.141, -5.478, 0.428], [-0.084, -6.875, 0.417], [-1.329, -7.361, 0.663], [-2.370, -6.500, 1.151], [-2.108, -5.129, 1.258], [1.085, -5.098, 0.071], [0.649, -7.599, 0.006], [-1.504, -8.441, 0.607], [-3.422, -6.855, 1.434], [-2.884, -4.485, 1.698], [0.875, 0.259, -6.624], [0.043, 1.303, -5.551], [-1.179, 0.941, -5.049], [-1.944, 1.854, -4.325], [-1.470, 3.125, -3.990], [-2.391, 4.056, -3.212], [-1.821, 4.088, -1.733], [-1.693, 2.765, -1.245], [-2.717, 1.853, -0.939], [-2.070, 0.737, -0.528], [-0.698, 0.877, -0.672], [-0.534, 2.113, -1.116], [-3.654, 3.518, -3.239], [-4.871, 4.135, -2.660], [-4.748, 5.617, -2.690], [-4.683, 6.491, -1.666], [-4.720, 6.161, 0.009], [-4.577, 8.099, -2.128], [-4.618, 7.708, -3.838], [-4.657, 6.346, -3.986], [-0.205, 3.475, -4.580], [0.409, 5.082, -4.479], [0.466, 2.644, -5.434], [-1.515, -0.057, -5.165], [-2.882, 1.512, -3.937], [-2.321, 5.109, -3.626], [-2.485, 4.738, -1.130], [-0.832, 4.556, -1.760], [-3.747, 2.134, -0.992], [-2.515, -0.216, -0.173], [0.456, 2.532, -1.386], [-5.117, 3.615, -1.757], [-5.624, 3.811, -3.411], [-4.543, 8.464, -4.642], [-4.612, 5.852, -4.917], [1.322, 3.012, -6.064], [-3.447, -1.627, -5.697], [-3.219, -2.548, -4.661], [-2.006, -2.282, -3.902], [-0.808, -2.583, -4.438], [-0.739, -3.136, -5.515], [0.398, -2.095, -3.647], [1.634, -2.151, -4.333], [2.728, -1.648, -3.678], [2.583, -1.086, -2.400], [1.431, -1.013, -1.768], [0.331, -1.480, -2.406], [-2.640, -1.787, -6.270], [-3.107, -3.595, -4.990], [-4.108, -2.536, -4.049], [-2.108, -1.622, -3.147], [1.805, -2.390, -5.407], [3.672, -1.509, -4.154], [3.423, -0.609, -1.962], [-0.602, -1.341, -1.854], [2.899, 2.940, 1.224], [3.487, 1.631, 0.685], [4.341, 0.899, 1.726], [4.348, 1.926, -0.507], [2.443, 0.821, 0.250], [3.710, 3.617, 1.650], [2.213, 2.722, 2.026], [2.359, 3.511, 0.481], [5.085, 1.571, 2.114], [4.844, 0.034, 1.293], [3.627, 0.588, 2.523], [5.206, 2.522, -0.171], [3.756, 2.460, -1.238], [4.858, 1.109, -0.993]], "mulliken_charge": [-0.2844, -0.6701, 0.3573, -0.7174, -0.4650, -0.7805, -0.5766, 0.3063, 0.2033, -0.3304, -0.4141, 0.7792, -0.7371, 0.4274, -0.1268, -0.9699, 0.4584, -0.1492, -0.7485, -0.2462, -0.6332, -0.4993, 0.2421, 0.3714, 0.4512, 0.3565, 0.3864, 0.3217, 0.4501, 0.6082, 0.4252, 0.4780, 0.3415, 0.3534, 0.3616, 0.3978, 0.2021, 0.6938, 0.0101, -0.2922, -0.7888, -0.2996, -0.4719, -0.4708, 0.4766, 0.3386, 0.3751, 0.3135, 0.4289, -0.2094, 0.6009, -0.9581, -0.4408, -0.9599, -0.1604, -0.8447, 0.3667, -1.1597, -1.0948, 1.4197, -0.8213, -0.2194, -0.8787, 0.2482, 0.6996, -0.1908, -0.2153, -0.4095, -0.7380, 1.0369, -0.2314, -0.7540, 0.6997, 0.6800, 0.6675, 0.0743, 0.4827, 0.5007, 0.7011, 0.5548, 0.4286, 0.3427, 0.4016, 0.4846, 0.3854, -0.5448, -0.6602, 0.0771, 0.4054, -0.6740, 0.4008, -0.7858, -1.0872, -0.1689, 1.2084, -0.4131, 0.4165, 0.3126, 0.4119, 0.1401, 0.4764, 0.5206, 0.2568, -0.0358, -1.2238, 1.5455, -1.3948, -1.9716, 0.1442, 0.3782, 0.1292, 0.2836, 0.5501, 0.2778, 0.0821, 0.4566, 0.3994, 0.3534]}

***

{"formula": "C50H49ClIMnN9O3SSi", "method": "wB97M-V/def2-TZVPD", "energy_ev": -142858.500, "de_lowest_ev": 3.245, "total_charge": -2, "orbital_gap_ev": [4.59, 5.45], "multiplicity": 6, "elements": ["Mn", "C", "C", "C", "C", "C", "C", "C", "N", "C", "N", "C", "C", "C", "C", "C", "C", "C", "N", "C", "C", "C", "C", "C", "C", "C", "H", "H", "H", "H", "H", "H", "H", "H", "H", "H", "H", "H", "H", "H", "H", "H", "H", "H", "H", "H", "H", "H", "N", "C", "C", "C", "C", "C", "C", "S", "O", "O", "N", "C", "N", "C", "C", "C", "N", "H", "H", "H", "H", "H", "H", "H", "H", "H", "Cl", "C", "C", "C", "I", "C", "O", "C", "N", "C", "C", "C", "C", "H", "H", "H", "H", "C", "Si", "C", "C", "N", "C", "C", "C", "C", "C", "C", "H", "H", "H", "H", "H", "H", "H", "H", "H", "H", "H", "H", "H", "H"], "coordinates": [[0.156, -0.001, -0.303], [-5.753, 3.462, 2.238], [-5.158, 4.318, 1.152], [-5.802, 5.464, 0.708], [-5.264, 6.262, -0.294], [-4.052, 5.899, -0.862], [-3.391, 4.756, -0.441], [-3.933, 3.954, 0.569], [-3.315, 2.793, 1.027], [-2.094, 2.271, 0.567], [-1.081, 3.161, 0.653], [0.169, 3.136, 0.005], [0.672, 2.003, -0.628], [1.785, 2.185, -1.444], [2.463, 3.388, -1.509], [2.033, 4.456, -0.734], [0.872, 4.352, 0.014], [0.392, 5.529, 0.831], [-1.963, 1.061, 0.185], [-3.116, 0.249, 0.070], [-3.147, -0.891, 1.038], [-4.325, -1.884, 0.875], [-5.416, -1.452, -0.044], [-5.231, -0.453, -0.904], [-4.033, 0.398, -0.900], [-3.896, 1.418, -1.997], [-6.621, 3.952, 2.678], [-5.022, 3.272, 3.029], [-6.076, 2.491, 1.849], [-6.748, 5.740, 1.162], [-5.791, 7.147, -0.632], [-3.618, 6.501, -1.651], [-2.464, 4.468, -0.920], [-3.938, 2.065, 1.341], [-1.321, 4.018, 1.115], [2.149, 1.347, -2.020], [3.347, 3.477, -2.130], [2.595, 5.384, -0.713], [1.153, 6.308, 0.825], [0.215, 5.251, 1.876], [-0.532, 5.966, 0.436], [-2.947, -0.531, 2.050], [-4.735, -2.206, 1.835], [-6.333, -2.033, -0.056], [-6.000, -0.211, -1.632], [-4.155, 0.959, -2.955], [-2.871, 1.783, -2.062], [-4.563, 2.275, -1.847], [3.575, 3.399, 6.424], [2.641, 2.609, 5.734], [2.814, 1.231, 5.635], [1.903, 0.448, 4.950], [0.804, 1.035, 4.333], [0.613, 2.406, 4.452], [1.511, 3.184, 5.162], [-0.404, 0.163, 3.320], [-1.075, -0.819, 4.141], [-1.235, 1.245, 2.835], [0.265, -0.499, 1.995], [0.889, -1.722, 2.079], [1.042, -2.358, 0.902], [1.538, -3.574, 0.905], [1.943, -4.222, 2.065], [1.816, -3.476, 3.221], [1.304, -2.255, 3.244], [4.498, 2.996, 6.436], [3.606, 4.351, 6.096], [3.694, 0.773, 6.076], [2.042, -0.616, 4.852], [-0.240, 2.850, 3.954], [1.363, 4.258, 5.232], [1.631, -4.056, -0.066], [2.357, -5.220, 2.057], [2.145, -3.867, 4.182], [-4.163, -3.956, -4.101], [-2.962, -2.806, -3.533], [-2.288, -2.071, -4.466], [-1.343, -1.122, -4.031], [-0.365, 0.107, -5.428], [-1.030, -0.933, -2.697], [-0.157, -0.046, -2.269], [-1.707, -1.749, -1.732], [-1.279, -1.604, -0.471], [-2.134, -2.010, 0.600], [-3.321, -2.974, 0.291], [-3.463, -3.335, -1.144], [-2.759, -2.659, -2.125], [-2.475, -2.220, -5.521], [-1.541, -2.348, 1.448], [-3.322, -3.871, 0.918], [-4.203, -4.076, -1.417], [4.379, -0.305, -2.593], [3.341, -1.284, -1.323], [4.549, -2.634, -0.700], [1.996, -2.168, -2.309], [2.666, -0.268, -0.133], [3.442, 0.501, 0.688], [2.902, 1.476, 1.573], [3.700, 2.316, 2.325], [5.091, 2.226, 2.296], [5.655, 1.250, 1.486], [4.865, 0.409, 0.718], [5.086, -0.943, -3.137], [4.948, 0.485, -2.091], [3.725, 0.178, -3.328], [4.616, -3.467, -1.408], [4.237, -3.037, 0.269], [5.559, -2.229, -0.570], [2.306, -3.169, -2.629], [1.730, -1.593, -3.200], [1.092, -2.270, -1.707], [1.833, 1.571, 1.640], [3.228, 3.062, 2.954], [5.708, 2.889, 2.894], [6.737, 1.147, 1.444], [5.352, -0.339, 0.104]], "lowdin_spin": [4.0637, 0.0001, 0.0001, 0.0000, 0.0001, 0.0000, 0.0001, 0.0002, 0.0013, 0.0038, 0.0024, -0.0165, -0.1904, -0.0079, -0.0081, 0.0155, -0.0090, -0.0032, 0.0178, -0.0001, 0.0174, 0.0337, 0.0122, 0.0006, 0.0057, 0.0008, 0.0000, 0.0000, 0.0001, 0.0000, 0.0000, 0.0000, 0.0000, 0.0001, 0.0002, -0.0022, -0.0013, 0.0011, -0.0004, -0.0003, -0.0004, 0.0012, 0.0014, 0.0003, 0.0000, 0.0000, 0.0001, 0.0001, 0.0001, 0.0001, 0.0000, 0.0002, 0.0010, 0.0003, 0.0000, 0.0045, 0.0014, 0.0003, 0.0156, 0.0017, 0.0193, 0.0023, 0.0009, -0.0001, 0.0007, 0.0000, 0.0000, 0.0000, 0.0000, 0.0000, 0.0000, 0.0003, 0.0001, 0.0000, 0.0055, 0.0536, 0.0290, 0.0415, 0.0099, 0.0452, 0.0311, 0.1258, 0.1615, 0.0215, 0.0515, 0.3232, 0.0439, 0.0009, 0.0010, 0.0086, 0.0213, 0.0001, 0.0027, 0.0004, 0.0012, 0.0240, 0.0026, 0.0008, 0.0000, 0.0008, 0.0002, 0.0015, 0.0001, 0.0000, -0.0001, 0.0001, 0.0000, 0.0000, 0.0001, -0.0002, 0.0008, 0.0003, 0.0000, 0.0001, 0.0000, 0.0001]}